# 1
60
Properties=species:S:1:pos:R:3:forces:R:3 method="wB97M-V/def2-TZVPD" spin_multiplicity=1 energy_ha=-3333.6035 e_above_lowest_ev=0.0272 gap_ev=7.268 total_charge=0
Pb -1.58499 -1.16404 -1.53518 0.03 -0.10 0.02
C -3.28342 4.90779 -0.53846 -0.01 -0.01 -0.01
C -3.64425 3.57071 -0.63010 0.00 0.01 0.00
C -2.75055 2.58200 -0.25071 0.00 0.02 0.05
C -1.49034 2.93629 0.22852 -0.03 -0.03 0.00
C -1.13143 4.27914 0.32223 0.00 0.00 -0.03
C -2.02957 5.26225 -0.06165 0.01 0.00 0.01
P -0.27821 1.66120 0.59224 0.05 0.02 -0.02
C 0.66910 2.26658 1.98273 -0.02 0.00 0.01
C 2.06118 2.24508 2.01277 -0.01 0.00 0.02
C 2.72851 2.71296 3.13252 0.00 0.00 0.00
C 2.01006 3.17966 4.22611 0.00 0.00 0.01
C 0.62283 3.18848 4.20346 0.01 0.00 0.00
C -0.05111 2.74086 3.07881 0.00 0.02 -0.02
C 0.63478 1.34316 -0.90117 -0.06 -0.05 0.00
C 1.59696 2.29591 -1.25271 0.01 -0.02 0.02
C 2.30534 2.14086 -2.42963 0.01 0.02 0.01
C 2.03607 1.04729 -3.24047 0.00 -0.02 -0.02
C 1.04779 0.13591 -2.89343 0.01 0.01 0.03
C 0.30205 0.25123 -1.71441 0.00 0.04 -0.02
H -3.98447 5.67667 -0.83524 0.00 0.00 0.00
H -4.62538 3.29593 -0.99330 0.00 0.00 0.00
H -3.04256 1.54139 -0.30690 0.00 -0.01 0.00
H -0.15711 4.55983 0.70371 0.00 0.01 -0.01
H -1.75128 6.30467 0.01678 0.00 0.00 0.00
H 2.61454 1.85498 1.16959 0.01 0.00 -0.01
H 3.81000 2.70554 3.15593 0.00 0.00 0.00
H 2.53589 3.53537 5.10245 0.00 0.00 0.00
H 0.06526 3.54622 5.05830 0.00 0.00 0.00
H -1.13479 2.75842 3.05496 0.00 0.00 0.00
H 1.79292 3.15355 -0.61886 0.01 0.01 0.00
H 3.05906 2.86465 -2.71003 0.00 0.00 0.00
H 2.59196 0.90834 -4.15937 0.00 -0.01 0.00
H 0.86490 -0.69715 -3.56062 -0.01 0.00 -0.01
Cl -0.62051 -8.20072 0.06739 0.00 0.00 0.00
C -0.60861 -6.46328 0.07090 0.00 0.03 0.00
C -1.77182 -5.77452 0.36391 0.01 -0.01 -0.01
C -1.74752 -4.39212 0.36085 0.01 0.02 0.01
Cl -3.20490 -3.51750 0.72516 0.00 -0.01 -0.02
C -0.59161 -3.65060 0.07345 -0.04 -0.04 -0.05
O -0.56673 -2.33096 0.07320 -0.05 0.08 0.12
C 0.55586 -4.40599 -0.20959 0.06 -0.03 -0.01
Cl 2.02637 -3.55370 -0.56995 -0.01 0.01 0.02
C 0.56401 -5.78792 -0.21818 -0.01 0.00 0.00
H -2.68720 -6.30227 0.58882 0.00 0.00 0.00
H 1.46956 -6.32517 -0.45908 0.00 0.00 -0.01
N 1.13297 -0.61860 1.39415 0.05 -0.02 0.01
N 0.16690 -0.80983 2.39353 -0.09 -0.01 -0.06
C -1.11000 -0.44773 2.10876 0.07 -0.01 -0.08
O -2.09874 -0.76770 2.67830 -0.03 0.04 0.05
O -1.22198 0.44572 1.00724 0.06 -0.02 0.02
H 1.08689 -1.39486 0.72929 -0.02 0.01 -0.02
H 2.04115 -0.56308 1.83609 -0.01 0.02 0.00
H 0.19047 -1.67356 2.92165 0.01 0.00 0.02
B 1.08653 -4.13710 -4.54851 0.05 0.02 0.01
C 0.14938 -3.29386 -3.61456 -0.10 -0.08 -0.01
N -0.54283 -2.66892 -2.92779 0.01 0.10 -0.05
H 2.12249 -3.51013 -4.63775 0.00 0.00 0.00
H 0.52065 -4.24131 -5.61324 0.00 -0.01 0.00
H 1.24945 -5.20599 -4.00295 0.01 0.00 0.00

***

# 2
14
Properties=species:S:1:pos:R:3:forces:R:3 method="wB97M-V/def2-TZVPD" smiles="C=C/C=C/O.O" spin_multiplicity=1 energy_ha=-307.6289 e_above_lowest_ev=2.2722 gap_ev=9.301 total_charge=0
C -1.13726 2.47012 -1.10003 -0.01 -0.87 -1.27
C -0.10346 1.67638 -0.78820 -0.75 1.39 0.16
C -0.15553 0.66444 0.23153 0.75 -1.71 0.85
C 0.94885 0.08951 0.74737 -0.63 0.86 -1.11
O 0.92395 -0.99934 1.57614 0.04 -0.23 -0.91
H -1.03198 3.16068 -1.92766 0.09 0.27 0.19
H -2.16813 2.24125 -0.85293 0.13 0.14 0.61
H 0.83720 1.90457 -1.27906 0.18 -0.18 0.25
H -1.08025 0.22593 0.60351 -0.29 0.47 -0.24
H 1.89712 0.49525 0.39398 0.33 -0.37 0.52
H 0.59985 -1.71201 0.97860 0.15 0.03 1.08
H -0.90413 -3.29176 -0.97963 -0.48 -0.31 -0.44
H -0.35165 -1.87407 -0.75719 -0.23 0.37 -0.47
O -0.32579 -2.77412 -0.43753 0.71 0.16 0.79

***

# 3
132
Properties=species:S:1:pos:R:3:forces:R:3 method="wB97M-V/def2-TZVPD" spin_multiplicity=1 energy_ha=-3339.6923 gap_ev=7.197 total_charge=+1
Ba 0.51614 -0.96397 -18.78009 0.85 0.33 0.45
Ba 4.06004 2.26547 -19.36405 -0.98 -1.67 0.69
C 3.59436 0.74279 -15.18593 -0.85 0.55 0.19
C 3.40204 0.01394 -16.47865 -0.76 -1.83 -1.97
O 2.59306 0.50956 -17.52165 0.59 1.78 -0.81
H 3.57017 -0.04681 -14.43490 0.71 0.44 0.46
H 2.79275 1.43564 -14.93004 -0.56 -0.24 -0.19
H 4.44673 1.42217 -15.18578 0.54 -0.51 0.21
H 2.99538 -0.99237 -16.37836 -0.45 -0.41 1.37
H 4.36486 -0.34675 -16.84054 0.81 0.69 -0.27
Cl 2.45326 -3.21475 -19.61222 -0.29 0.60 0.10
Cl 1.43659 1.38403 -20.73733 0.36 0.22 0.12
C -0.55126 1.25917 -15.18029 0.03 -0.93 -0.04
O -1.32182 1.43484 -16.37784 -0.30 0.60 0.22
C -0.68869 2.33034 -17.30005 1.31 -0.89 1.32
C -1.37868 2.81578 -18.51425 -1.85 -0.94 -1.66
N -2.08336 1.74510 -19.36392 1.49 1.59 1.13
C -2.46101 2.18570 -20.69784 -1.94 -0.46 -1.33
C -3.56953 3.29385 -20.87517 1.72 -0.66 1.87
O -4.57693 3.00656 -19.94551 0.71 -1.90 -1.33
C -5.50207 3.95606 -19.68092 -2.25 1.10 2.60
H 0.41406 0.78429 -15.35568 0.32 0.22 -0.57
H -1.04416 0.51545 -14.55416 -0.48 0.19 -0.08
H -0.37159 2.13116 -14.55144 -0.31 0.49 -0.40
H 0.21969 1.81730 -17.61585 0.45 0.04 -0.11
H -0.36703 3.20228 -16.73052 0.13 0.30 -0.01
H -0.56816 3.21559 -19.12359 -0.18 0.35 -0.10
H -2.16490 3.54301 -18.31153 0.37 0.53 0.24
H -2.97369 1.69734 -18.88945 -0.39 -0.46 0.06
H -2.92087 1.27140 -21.07291 -0.13 -0.09 -0.52
H -1.71423 2.43993 -21.45003 0.80 -0.12 0.71
H -3.91571 3.30692 -21.90865 0.01 0.27 -0.03
H -3.07984 4.19806 -20.51365 -0.12 0.75 -0.70
H -5.22382 4.48075 -18.76693 0.55 0.89 -0.11
H -6.37690 3.46342 -19.25657 -0.32 -0.46 -0.46
H -5.91836 4.66918 -20.39244 0.76 -0.23 -0.76
C 0.82592 -3.37556 -15.80537 -0.87 -1.85 1.72
O -0.07260 -2.39161 -16.23439 1.57 1.42 -2.35
C -1.38975 -2.55273 -15.91696 -2.66 -0.11 0.08
C -2.38341 -1.46241 -16.48102 0.95 0.66 0.72
N -2.27046 -1.05388 -17.87102 1.77 -0.45 0.34
C -2.71024 -2.10653 -18.73494 -1.87 1.19 -1.01
C -2.57751 -1.82665 -20.21457 1.01 -2.13 -1.25
O -1.21339 -1.80431 -20.65474 0.11 -0.22 0.62
C -0.94313 -2.12483 -22.01592 0.50 1.81 -0.56
H 0.62857 -3.46596 -14.73720 1.01 0.40 0.62
H 1.87483 -3.31662 -16.09589 -0.30 1.03 -0.03
H 0.55464 -4.40276 -16.04906 -0.51 -0.08 -1.08
H -1.54601 -2.55405 -14.83822 0.11 0.29 0.42
H -1.80294 -3.52282 -16.19320 0.39 -0.46 -0.51
H -2.22484 -0.53783 -15.92594 -0.22 -0.26 0.17
H -3.39372 -1.82548 -16.29250 -0.16 -0.25 0.37
H -2.79468 -0.21022 -18.05412 0.22 0.11 0.24
H -3.79727 -2.02637 -18.74151 -0.74 -0.97 0.61
H -2.40507 -3.08684 -18.36891 0.19 0.18 -0.64
H -3.14996 -1.01459 -20.66284 0.15 0.67 0.65
H -2.99283 -2.69848 -20.72005 -0.39 -0.32 0.18
H -0.29061 -1.29525 -22.28815 0.16 -0.08 -0.60
H -1.81989 -2.02792 -22.65624 -0.18 -0.27 0.17
H -0.37103 -3.02347 -22.24667 -0.35 -0.36 0.68
C 2.13015 -1.53603 -24.15387 0.42 1.15 0.30
O 0.95594 -1.50890 -24.91991 0.04 1.48 -1.83
C 0.72082 -0.20441 -25.66293 -0.83 -1.70 0.60
C 0.46506 0.97512 -24.76220 1.31 -0.07 -0.23
N -0.17248 2.04063 -25.53723 -0.78 -0.78 1.23
C -0.96219 2.88462 -24.66023 0.11 1.80 -1.39
C -0.24083 3.72012 -23.62364 0.68 -0.50 1.64
O 0.96976 4.28614 -24.14599 -0.41 1.33 0.41
C 1.44627 5.51586 -23.54006 0.44 -0.48 -0.24
H 2.51124 -2.51771 -23.87248 -0.80 -0.29 -0.07
H 1.93283 -0.92669 -23.27190 0.32 -0.14 0.60
H 2.98146 -1.07048 -24.65049 0.10 0.22 -0.44
H -0.21350 -0.41184 -26.18458 -0.03 -0.07 0.09
H 1.40508 0.10192 -26.45416 0.80 -0.77 0.15
H 1.38909 1.44403 -24.42398 0.43 -0.59 0.66
H -0.06301 0.56676 -23.90053 -0.53 0.65 0.08
H 0.54976 2.66006 -25.87602 0.20 -0.12 -0.28
H -1.82975 2.39788 -24.21468 0.08 -0.17 -0.13
H -1.26646 3.65519 -25.36856 -0.95 0.08 0.02
H 0.00323 3.15392 -22.72478 0.49 -0.56 0.06
H -0.94238 4.42917 -23.18410 -0.08 0.75 -0.58
H 0.76875 6.36079 -23.41691 -0.73 -0.36 -0.52
H 2.28003 5.86648 -24.14834 -0.16 -0.12 -0.30
H 1.88123 5.40985 -22.54625 -0.13 -0.70 0.33
C -1.03285 -5.18798 -19.93491 -1.57 1.13 -0.74
O -2.26414 -5.00724 -19.12370 2.63 -1.13 -0.64
C -2.16352 -5.93397 -18.06088 -1.40 0.10 1.00
C -3.42871 -5.70989 -17.13789 2.23 -0.30 -0.91
N -4.50345 -6.55633 -17.57919 -0.91 0.75 -0.15
C -4.34642 -7.96709 -17.33671 -1.26 -1.56 1.09
C -5.65055 -8.81042 -17.37353 0.35 1.49 -0.88
O -6.41410 -8.54859 -16.21515 -2.27 -1.37 -0.83
C -7.83691 -9.03530 -16.37750 0.86 1.56 0.63
H -1.06465 -4.34537 -20.62563 0.29 0.08 0.19
H -1.07214 -6.05479 -20.59460 -0.26 -0.44 0.41
H -0.08646 -5.17758 -19.39421 -0.24 0.08 0.42
H -1.19220 -5.90030 -17.56741 0.09 0.78 0.47
H -2.13332 -6.95792 -18.43333 -0.56 -0.21 -0.25
H -3.74808 -4.66850 -17.17780 -0.02 0.12 -0.63
H -3.20622 -5.80128 -16.07476 0.46 -0.68 0.36
H -5.21152 -6.19472 -16.95632 -1.09 -0.65 -0.29
H -4.05846 -8.11774 -16.29628 0.97 -0.30 0.16
H -3.74104 -8.52929 -18.04772 0.66 0.69 0.06
H -5.40138 -9.85327 -17.56971 0.09 -0.31 0.65
H -6.18021 -8.50326 -18.27531 -0.42 0.18 -0.13
H -8.43784 -8.28348 -15.86588 0.11 -0.12 0.37
H -8.06619 -10.00826 -15.94290 0.63 -0.07 0.01
H -8.23665 -8.98734 -17.39042 0.72 -0.17 -0.35
C 4.08124 3.52163 -22.75526 -0.36 0.48 1.96
O 4.68307 2.42573 -22.05481 -0.12 0.21 1.22
C 4.53545 1.11217 -22.57146 1.70 -0.66 -1.70
C 5.35434 0.06600 -21.72465 -1.65 1.67 -1.88
N 4.67802 -0.27777 -20.48078 1.21 1.98 -0.62
C 5.56372 -1.08997 -19.73629 -0.75 -1.89 2.62
C 6.73374 -0.46731 -19.01891 0.32 1.07 -1.43
O 6.35535 0.65614 -18.19646 0.25 -0.60 0.94
C 7.50232 1.34083 -17.62509 -0.31 0.68 -1.05
H 4.10695 4.29098 -21.98354 -0.31 0.34 0.31
H 3.01960 3.32252 -22.90148 0.14 -0.05 -0.85
H 4.65806 4.06331 -23.50490 0.05 -1.13 -0.81
H 5.03740 1.23422 -23.53127 0.24 -0.78 -0.39
H 3.52982 0.80618 -22.85988 -0.41 0.20 0.83
H 6.34205 0.51685 -21.62829 -0.04 0.24 0.90
H 5.60551 -0.76986 -22.37759 -0.55 -0.51 -0.05
H 3.77172 -0.71252 -20.57929 -0.13 -0.34 -0.37
H 5.89470 -1.95924 -20.30456 0.46 -0.03 -0.22
H 4.96817 -1.54724 -18.94615 -0.25 -0.15 0.09
H 7.39233 -0.04848 -19.77979 0.56 -0.03 -0.06
H 7.26897 -1.28026 -18.52826 -0.03 0.28 0.57
H 8.37590 0.75195 -17.34551 -0.38 -0.57 -0.14
H 7.24795 1.96197 -16.76627 -0.56 -0.37 0.05
H 7.80182 2.03017 -18.41453 0.57 0.17 0.01

***

# 4
12
Properties=species:S:1:pos:R:3:forces:R:3 method="wB97M-V/def2-TZVPD" spin_multiplicity=3 energy_ha=-892.1374 e_above_lowest_ev=0.0000 gap_ev="5.869 / 10.103" total_charge=+2
O 4.02794 -0.70403 -0.71891 -2.40 0.39 0.36
C 3.22352 0.08879 -0.47713 4.16 -0.11 -0.67
O 2.73673 1.14102 -0.21981 -1.55 -0.39 0.22
O 0.21483 -0.36145 0.15750 -1.62 0.14 -0.06
C -1.35404 -0.76892 0.15794 0.35 0.25 0.32
C -2.11008 0.43166 -0.27151 -0.25 -0.19 0.24
O -1.67795 1.61458 0.12638 2.02 -0.29 0.27
H 0.67211 -1.04532 0.65890 0.09 -0.47 0.02
H -1.52340 -1.02727 1.21900 0.10 0.07 -0.32
H -1.52430 -1.64187 -0.48281 0.35 0.25 0.11
H -3.15108 0.32148 -0.59793 0.48 0.09 -0.15
Ce 0.46572 1.95133 0.44839 -1.74 0.26 -0.33

***

# 5
15
Properties=species:S:1:pos:R:3:forces:R:3 method="wB97M-V/def2-TZVPD" spin_multiplicity=1 energy_ha=-212.7643 e_above_lowest_ev=4.2471 gap_ev=6.645 total_charge=+1
C 2.78327 0.16430 -0.07860 0.04 0.39 -1.20
N 1.64801 0.68526 -0.34560 0.58 -0.26 0.88
H 3.68046 0.75641 -0.24370 -0.01 -0.22 -0.21
H 2.86680 -0.89344 0.13245 -0.17 0.06 0.89
H 0.76972 0.32670 0.10127 -0.32 -0.13 -0.83
H 1.58886 1.59000 -0.79924 0.01 0.32 0.41
C -2.02884 -1.33553 -0.40382 1.32 0.22 0.26
C -1.34362 0.00230 -0.17894 -0.28 -0.91 0.50
C -1.14623 0.55770 1.05712 -0.06 0.64 0.77
H -2.34009 -1.74114 0.56069 0.13 -0.32 -0.34
H -1.43904 -2.00134 -1.02679 -0.03 -0.48 0.08
H -2.92218 -1.09971 -1.00044 0.15 0.14 0.26
H -1.09020 0.48923 -1.12265 -1.36 1.03 0.13
H -1.66394 1.42860 1.47329 1.26 1.45 -1.46
H -0.64343 0.18875 1.95835 -1.26 -1.93 -0.15